Run 1
Formula: CHN4O
Source: the Open Molecules 2025 dataset
Level of theory: ωB97M-V/def2-TZVPD

Last column: Löwdin charge in e.
Element x y z (Å)
C (-0.88, 0.06, -0.24)  -0.0285
N (1.43, 0.21, -0.83)  -0.2848
N (1.28, -0.05, 0.42)  -0.0508
N (0.43, 0.43, -1.53)  -0.0543
N (-0.12, -0.12, 0.76)  -0.4317
O (-0.30, -0.30, 1.97)  -0.1725
H (-1.83, -0.22, -0.54)  0.0226

Properties
charge = -1
highest occupied orbital energy = -3.97 eV
2S+1 = 1
lowest unoccupied orbital energy = 4.8 eV
frontier orbital gap = 8.8 eV

=====

Run 2
Formula: CHN4O
Source: the Open Molecules 2025 dataset
Level of theory: ωB97M-V/def2-TZVPD

Last column: Löwdin charge in e.
Element x y z (Å)
C (0.08, 0.23, -0.15)  -0.1321
N (0.65, 1.68, -2.43)  -0.0440
N (1.01, 0.57, -2.69)  -0.2308
N (-0.09, 1.38, -0.44)  -0.0284
N (1.05, -0.52, -2.15)  -0.2926
O (1.41, -1.70, -2.50)  -0.3177
H (0.05, -0.76, 0.27)  0.0457

Properties
charge = -1
highest occupied orbital energy = -2.07 eV
2S+1 = 1
lowest unoccupied orbital energy = 4.4 eV
frontier orbital gap = 6.5 eV

=====

Most stable to least stable, the ends of the list are run 1 and run 2.

=====

Run 1
Formula: C6H9N
Source: the Open Molecules 2025 dataset
Level of theory: ωB97M-V/def2-TZVPD

Last column: Löwdin charge in e.
Element x y z (Å)
C (3.35, 0.46, 0.25)  -0.1112
C (2.01, -0.04, -0.03)  -0.0824
C (0.90, -0.46, -0.26)  -0.0208
C (-0.45, -0.92, -0.59)  -0.2306
N (-1.41, -0.62, 0.46)  -0.1249
C (-2.74, -0.25, 0.01)  -0.1530
C (-1.81, 0.77, 0.56)  -0.1516
H (3.87, 0.72, -0.68)  0.0760
H (3.95, -0.30, 0.77)  0.0757
H (3.32, 1.35, 0.88)  0.0763
H (-0.75, -0.47, -1.56)  0.1175
H (-0.45, -2.01, -0.74)  0.1211
H (-3.57, -0.62, 0.59)  0.0988
H (-2.91, -0.22, -1.07)  0.1006
H (-1.36, 1.48, -0.14)  0.1075
H (-1.94, 1.15, 1.57)  0.1009

Properties
highest occupied orbital energy = -9.17 eV
2S+1 = 1
lowest unoccupied orbital energy = 1.1 eV
structure (SMILES) = CC#CCN1CC1
frontier orbital gap = 10.2 eV

=====

Run 2
Formula: C6H9N
Source: the Open Molecules 2025 dataset
Level of theory: ωB97M-V/def2-TZVPD

Last column: Löwdin charge in e.
Element x y z (Å)
C (-2.06, -0.03, -0.14)  -0.0758
C (-0.53, -0.08, -0.56)  -0.2114
C (0.60, -1.00, 0.10)  -0.3735
C (0.26, 0.95, 0.42)  -0.2041
C (1.65, 0.82, -0.12)  -0.1278
C (2.01, -0.46, -0.35)  0.0003
H (-2.54, -0.65, -0.89)  0.0532
H (-2.38, 1.08, -0.29)  0.1094
H (-2.20, -0.38, 0.97)  0.1093
H (-0.33, 0.29, -1.66)  0.1524
H (0.57, -2.13, 0.06)  0.1468
H (-0.51, -0.65, 1.21)  0.0606
H (-0.14, 1.70, 1.07)  0.1355
H (2.12, 1.78, -0.43)  0.1058
H (2.99, -0.92, -0.70)  0.1159
N (0.48, -0.30, 1.31)  0.0035

Properties
highest occupied orbital energy = -8.79 eV
2S+1 = 1
lowest unoccupied orbital energy = 1.0 eV
frontier orbital gap = 9.8 eV

=====

Most stable to least stable, the ends of the list are run 1 and run 2.

=====

Run 1
Formula: C6H9N
Source: the Open Molecules 2025 dataset
Level of theory: ωB97M-V/def2-TZVPD

Last column: Löwdin charge in e.
Element x y z (Å)
C (-0.17, 1.47, -0.09)  -0.0996
C (1.18, 0.62, -0.07)  -0.1262
C (0.76, -0.53, 0.75)  -0.2343
C (-0.67, -0.40, 1.15)  -0.1655
C (-0.71, -0.57, -1.05)  -0.1341
C (0.76, -0.63, -0.69)  -0.2227
H (-0.23, 2.16, 0.66)  0.0854
H (-0.28, 1.91, -1.04)  0.1020
H (2.16, 1.09, -0.14)  0.1349
H (1.38, -1.14, 1.40)  0.1427
H (-1.21, -1.37, 1.10)  0.1343
H (-0.79, 0.17, 2.01)  0.1027
H (-1.16, -0.20, -1.97)  0.1154
H (-1.26, -1.53, -0.82)  0.1267
H (1.38, -1.44, -1.21)  0.1642
N (-1.14, 0.39, 0.02)  -0.1260

Properties
highest occupied orbital energy = -9.22 eV
2S+1 = 1
lowest unoccupied orbital energy = 1.1 eV
structure (SMILES) = C1[C@H]2[C@H]3CN1C[C@@H]23
frontier orbital gap = 10.3 eV

=====

Run 2
Formula: C6H9N
Source: the Open Molecules 2025 dataset
Level of theory: ωB97M-V/def2-TZVPD

Last column: Löwdin charge in e.
Element x y z (Å)
C (2.69, 0.70, 2.22)  -0.1136
C (1.75, 0.14, 1.23)  -0.0848
C (1.00, -0.33, 0.42)  -0.0401
C (0.02, -0.93, -0.50)  -0.1726
C (-1.36, -0.32, -0.32)  -0.3450
C (-1.96, 0.58, -1.33)  -0.1480
N (-2.38, -0.82, -1.24)  0.0119
H (2.87, 1.76, 2.03)  0.0740
H (3.65, 0.17, 2.19)  0.0755
H (2.29, 0.60, 3.23)  0.0745
H (-0.04, -2.01, -0.32)  0.1195
H (0.33, -0.80, -1.54)  0.1187
H (-1.65, -0.15, 0.72)  0.1400
H (-1.41, 0.83, -2.23)  0.1012
H (-2.64, 1.36, -0.99)  0.1000
H (-3.28, -0.89, -0.77)  0.0887

Properties
highest occupied orbital energy = -9.40 eV
2S+1 = 1
lowest unoccupied orbital energy = 1.0 eV
structure (SMILES) = CC#CC[C@H]1CN1
frontier orbital gap = 10.4 eV

=====

Run 3
Formula: C6H9N
Source: the Open Molecules 2025 dataset
Level of theory: ωB97M-V/def2-TZVPD

Last column: Löwdin charge in e.
Element x y z (Å)
C (0.83, -1.81, 0.39)  -0.0346
C (0.34, -0.57, -0.26)  -0.3017
C (-0.33, 0.50, 0.27)  -0.3506
C (-0.78, 0.71, 1.65)  -0.0690
C (-0.53, 1.47, -0.76)  -0.0677
C (0.10, 0.97, -1.89)  -0.1258
N (0.63, -0.26, -1.56)  0.0445
H (0.55, -1.88, 1.45)  0.0693
H (1.92, -1.91, 0.37)  0.0785
H (0.43, -2.72, -0.07)  0.0769
H (-0.59, 1.69, 2.08)  0.0430
H (-0.50, -0.08, 2.39)  0.0695
H (-2.08, 1.07, 1.40)  0.1665
H (-1.25, 2.37, -0.37)  0.1516
H (0.18, 1.35, -2.90)  0.0984
H (1.07, -0.90, -2.21)  0.1510

Properties
highest occupied orbital energy = -7.79 eV
2S+1 = 1
lowest unoccupied orbital energy = 1.0 eV
frontier orbital gap = 8.8 eV

=====

Run 4
Formula: C6H9N
Source: the Open Molecules 2025 dataset
Level of theory: ωB97M-V/def2-TZVPD

Last column: Löwdin charge in e.
Element x y z (Å)
C (1.74, 1.26, -0.08)  -0.1306
C (0.35, 0.96, -0.50)  -0.1815
N (1.51, 0.04, -0.82)  -0.0078
C (0.96, -0.92, 0.21)  -0.1013
C (-0.35, -0.15, 0.22)  -0.3930
C (-1.66, -0.17, 0.95)  -0.0690
C (-1.55, -0.78, -0.42)  -0.0947
H (2.10, 1.20, 0.94)  0.1070
H (2.24, 2.01, -0.69)  0.1067
H (-0.14, 1.61, -1.22)  0.1356
H (1.55, -0.90, 1.13)  0.1099
H (0.90, -1.94, -0.16)  0.1110
H (-2.20, 0.77, 1.02)  0.1017
H (-1.81, -0.83, 1.80)  0.0982
H (-1.53, -1.86, -0.50)  0.1033
H (-2.02, -0.28, -1.27)  0.1046

Properties
highest occupied orbital energy = -8.90 eV
2S+1 = 1
lowest unoccupied orbital energy = 1.1 eV
structure (SMILES) = C1[C@H]2N1CC21CC1
frontier orbital gap = 10.0 eV

=====

Most stable to least stable, the ends of the list are run 3 and run 4.

=====

Run 1
Formula: C6H9N
Source: the Open Molecules 2025 dataset
Level of theory: ωB97M-V/def2-TZVPD

Last column: Löwdin charge in e.
Element x y z (Å)
C (-0.77, 2.17, 0.33)  -0.0596
C (-0.13, 0.82, 0.04)  -0.4180
C (-0.05, -0.21, 1.08)  -0.1205
C (0.31, -1.35, 0.30)  -0.3959
C (1.39, -2.17, 0.33)  0.0276
C (-0.43, -1.18, -0.95)  -0.0104
N (-0.76, 0.07, -1.07)  0.0848
H (-1.87, 2.17, 0.38)  0.0825
H (-0.43, 2.54, 1.31)  0.0791
H (-0.47, 2.89, -0.44)  0.0650
H (0.41, 0.01, 2.04)  0.0852
H (0.97, 0.87, -0.56)  0.1899
H (1.58, -2.91, -0.44)  0.0337
H (2.11, -2.05, 1.13)  0.0480
H (-0.51, -1.88, -1.77)  0.1445
H (-1.15, 0.52, -1.89)  0.1641

Properties
highest occupied orbital energy (spin up / spin down) = -6.00 / -6.03 eV
2S+1 = 1
lowest unoccupied orbital energy (spin up / spin down) = 0.1 / 0.1 eV
frontier orbital gap (spin up / spin down) = 6.1 / 6.2 eV

=====

Run 2
Formula: C6H9N
Source: the Open Molecules 2025 dataset
Level of theory: ωB97M-V/def2-TZVPD

Last column: Löwdin charge in e.
Element x y z (Å)
C (-1.82, 0.33, 0.81)  -0.1114
C (-1.03, -0.65, 0.07)  -0.1986
N (-1.67, 0.50, -0.64)  -0.0260
C (-0.31, 1.04, -0.95)  -0.1013
C (0.36, -0.10, -0.18)  -0.3968
C (1.52, -0.10, 0.76)  -0.0823
C (1.55, -0.94, -0.49)  -0.0840
H (-1.35, 1.02, 1.52)  0.1164
H (-2.83, 0.02, 1.09)  0.1035
H (-1.36, -1.67, -0.15)  0.1392
H (-0.11, 2.08, -0.64)  0.1161
H (-0.17, 0.95, -2.03)  0.1140
H (1.41, -0.59, 1.73)  0.1035
H (2.16, 0.78, 0.77)  0.1021
H (2.23, -0.67, -1.30)  0.1022
H (1.42, -2.01, -0.36)  0.1034

Properties
highest occupied orbital energy = -8.90 eV
2S+1 = 1
lowest unoccupied orbital energy = 1.1 eV
structure (SMILES) = C1[C@H]2N1CC21CC1
frontier orbital gap = 10.0 eV

=====

Most stable to least stable, the ends of the list are run 2 and run 1.